15
Properties=species:S:1:pos:R:3 method="wB97M-V/def2-TZVPD" de_lowest_kj_mol=144.2 homo_energy_ev=-15.11 lumo_ev=-4.0 energy_ha=-362.15855 smiles="[NH3+][C@@H](C=O)CC=O" largest_force_ev_per_a=3.276 multiplicity=1 charge=+1 orbital_gap_ev=11.06
O 1.420 1.315 -0.791
O 0.875 -2.343 -0.063
N -0.400 -0.483 -1.270
C 0.650 1.738 0.036
C -0.336 0.919 0.849
C -0.597 -0.509 0.238
C 0.549 -1.469 0.663
H 0.843 -1.466 1.721
H -1.514 -1.070 0.358
H -0.487 -1.468 -1.567
H 0.506 -0.092 -1.571
H 0.195 0.780 1.796
H -1.332 1.348 0.963
H -1.150 0.030 -1.746
H 0.779 2.771 0.385